Record 1
{
  "formula": "C4H8ClO",
  "method": "the ωB97M-V functional and the def2-TZVPD basis",
  "elements": ["Cl", "C", "C", "C", "O", "C", "H", "H", "H", "H", "H", "H", "H", "H"],
  "positions_angstrom": [[2.7869, -1.8515, -2.2152], [-0.9904, -0.1349, 0.9403], [0.3420, -0.7398, 0.3388], [0.9933, 0.4314, -0.3433], [-0.0417, 1.3869, -0.4836], [-1.2950, 0.9306, -0.0855], [-0.6505, 0.3856, 1.8246], [-1.7400, -0.8803, 1.1505], [0.0549, -1.4737, -0.4082], [0.9901, -1.2577, 1.0321], [1.3411, 0.0809, -1.3379], [1.8898, 0.8534, 0.1383], [-1.8412, 0.5493, -0.9619], [-1.8393, 1.7199, 0.4111]],
  "total_charge": -1,
  "homo_energy_ha": -0.13632
}



Record 2
{
  "formula": "C2H2ClN2O2",
  "method": "the ωB97M-V functional and the def2-TZVPD basis",
  "elements": ["C", "C", "N", "N", "O", "O", "Cl", "H", "H"],
  "positions_angstrom": [[-0.9212, 0.2351, 0.1700], [-2.1385, 0.4884, -0.2569], [1.0333, -0.8502, 0.1567], [1.4168, 0.2678, -0.2071], [-3.0780, 0.8970, -0.7245], [-0.2939, -0.9753, 0.3206], [3.0293, 0.6369, -0.4681], [-0.6286, 1.0005, 0.7106], [1.5808, -1.7001, 0.2987]],
  "total_charge": 1,
  "homo_energy_ha": [-0.51634, -0.51632]
}



Record 3
{
  "formula": "C8H11NO3",
  "method": "the ωB97M-V functional and the def2-TZVPD basis",
  "elements": ["C", "C", "C", "C", "C", "C", "C", "C", "H", "H", "H", "H", "H", "H", "H", "H", "H", "H", "H", "N", "O", "O", "O"],
  "positions_angstrom": [[-0.0729, 0.7837, -1.3110], [0.2790, -0.0648, -2.4654], [-0.2140, -1.2694, -2.6096], [2.3096, 0.7831, -3.1444], [-0.6900, 1.2823, 2.4918], [-0.5575, -1.0711, 3.3698], [-1.8962, -1.5585, 2.9557], [-2.9557, -2.1363, 2.7074], [-1.0743, 1.2161, -1.4023], [0.5006, 1.6700, -1.1295], [0.0612, 0.1818, -0.4119], [-0.7993, -1.6971, -1.8024], [-0.0841, -1.8289, -3.5389], [2.9182, 1.5018, -3.7579], [-1.3573, 1.5321, 3.3080], [0.4773, -0.1520, 1.8085], [-0.5498, -0.8974, 4.4713], [0.1559, -1.9555, 3.2722], [-3.8797, -2.6741, 2.5232], [-0.0145, 0.1127, 2.6383], [1.0063, 0.6492, -3.4889], [2.7733, 0.1075, -2.2566], [-0.4646, 1.9707, 1.5237]],
  "total_charge": 0,
  "homo_energy_ha": -0.35475
}



Record 4
{
  "formula": "C39H50N8O2PTi",
  "method": "the ωB97M-V functional and the def2-TZVPD basis",
  "elements": ["Ti", "C", "C", "C", "C", "C", "C", "N", "C", "C", "C", "C", "C", "C", "N", "N", "C", "C", "C", "C", "C", "N", "H", "H", "H", "H", "H", "H", "H", "H", "H", "H", "H", "H", "H", "N", "C", "C", "O", "O", "H", "H", "H", "H", "N", "C", "N", "C", "N", "C", "C", "C", "C", "C", "C", "P", "C", "C", "C", "C", "C", "C", "C", "C", "C", "C", "C", "C", "H", "H", "H", "H", "H", "H", "H", "H", "H", "H", "H", "H", "H", "H", "H", "H", "H", "H", "H", "H", "H", "H", "H", "H", "H", "H", "H", "H", "H", "H", "H", "H", "H"],
  "positions_angstrom": [[1.4222, -1.7242, 0.1821], [3.0238, -4.6386, 4.6507], [3.7430, -5.0561, 3.5363], [3.2896, -4.7692, 2.2587], [2.0951, -4.0584, 2.0672], [1.3705, -3.6650, 3.1943], [1.8365, -3.9436, 4.4707], [1.6813, -3.6514, 0.7907], [1.6788, -4.5692, -0.2563], [1.5473, -5.9533, -0.1491], [1.5329, -6.7330, -1.2975], [1.6297, -6.1493, -2.5552], [1.7450, -4.7707, -2.6805], [1.7718, -3.9911, -1.5315], [1.8882, -2.6033, -1.4877], [2.2295, -1.9910, -2.6649], [2.3970, -0.7226, -2.4013], [2.8249, 0.2267, -3.3908], [3.1110, 1.4972, -3.0314], [2.9574, 1.9084, -1.6725], [2.4789, 1.0027, -0.7833], [2.1822, -0.2874, -1.1067], [3.3839, -4.8586, 5.6478], [4.6693, -5.6042, 3.6626], [3.8499, -5.0939, 1.3893], [0.4323, -3.1395, 3.0660], [1.2574, -3.6131, 5.3233], [1.4501, -6.4113, 0.8273], [1.4309, -7.8076, -1.2050], [1.6072, -6.7652, -3.4459], [1.8197, -4.2887, -3.6442], [2.9247, -0.1355, -4.4052], [3.4540, 2.2107, -3.7713], [3.1692, 2.9211, -1.3603], [2.2634, 1.2704, 0.2446], [3.3652, -1.4533, 1.3435], [3.1439, -0.8513, 2.6697], [1.6573, -0.5645, 2.8745], [1.2127, -0.3260, 3.9765], [0.9702, -0.5780, 1.7673], [3.7361, -2.3935, 1.4331], [4.0082, -0.9170, 0.7736], [3.6770, 0.0969, 2.7575], [3.4943, -1.5043, 3.4671], [-2.3814, -4.6165, 3.1085], [-2.3801, -3.8846, 2.2109], [-2.4875, -3.0361, 1.2010], [-1.4608, -2.5872, 0.5979], [-0.6067, -2.1029, -0.0441], [-0.5748, 5.8802, -2.4098], [0.1974, 4.6942, -2.9730], [-0.4332, 3.3725, -2.5129], [-1.0298, 3.4633, -1.0905], [-0.2602, 4.5122, -0.2835], [-0.4590, 5.9140, -0.8771], [-0.9176, 1.7961, -0.2890], [-2.0664, 0.7240, -1.2827], [-1.4009, 0.1127, -2.5218], [-2.2028, -1.0957, -3.0255], [-3.7148, -0.9118, -2.8147], [-4.0752, 0.5684, -2.8513], [-3.4500, 1.2978, -1.6525], [-1.8435, 1.9425, 1.3171], [-0.8944, 2.3222, 2.4642], [-1.6395, 2.3032, 3.7949], [-2.8427, 3.2739, 3.8035], [-3.1121, 3.8660, 2.4211], [-3.1517, 2.7783, 1.3509], [-1.6255, 5.7836, -2.7027], [-0.2262, 6.8224, -2.8388], [1.2370, 4.7466, -2.6316], [0.2368, 4.7279, -4.0640], [0.3231, 2.5817, -2.5485], [-1.2202, 3.0751, -3.2114], [-2.0656, 3.8090, -1.1706], [0.8006, 4.2371, -0.2901], [-0.5653, 4.5096, 0.7629], [0.3756, 6.5557, -0.5803], [-1.3590, 6.3658, -0.4507], [-2.2239, -0.1103, -0.5888], [-0.3733, -0.1862, -2.3092], [-1.3355, 0.8679, -3.3092], [-1.8626, -1.9947, -2.5091], [-1.9895, -1.2490, -4.0874], [-4.0115, -1.3240, -1.8445], [-4.2737, -1.4747, -3.5657], [-5.1575, 0.7203, -2.8570], [-3.7021, 1.0000, -3.7870], [-4.1133, 1.2079, -0.7887], [-3.3861, 2.3671, -1.8751], [-2.0995, 0.8930, 1.5078], [-0.4486, 3.3086, 2.3017], [-0.0721, 1.6079, 2.4888], [-0.9496, 2.5364, 4.6081], [-1.9728, 1.2783, 3.9781], [-2.6795, 4.0811, 4.5223], [-3.7420, 2.7496, 4.1401], [-2.3322, 4.5927, 2.1700], [-4.0510, 4.4265, 2.4243], [-3.3579, 3.2300, 0.3799], [-4.0029, 2.1194, 1.5508]],
  "total_charge": -1,
  "homo_energy_ha": -0.15618
}



Record 5
{
  "formula": "C12H29N2O2Si",
  "method": "the ωB97M-V functional and the def2-TZVPD basis",
  "elements": ["C", "Si", "C", "C", "O", "C", "N", "O", "H", "H", "H", "H", "H", "H", "H", "H", "H", "H", "H", "C", "C", "C", "N", "C", "C", "C", "C", "C", "H", "H", "H", "H", "H", "H", "H", "H", "H", "H", "H", "H", "H", "H", "H", "H", "H", "H"],
  "positions_angstrom": [[3.6224, 1.0302, 2.3685], [2.8650, 2.3017, 1.2308], [1.7217, 1.4176, 0.0250], [1.8738, 3.6222, 2.0892], [4.0293, 3.0590, 0.2459], [5.1962, 3.3552, 0.8935], [6.3685, 3.0049, 0.1591], [5.2231, 3.8900, 1.9843], [4.5996, 1.3002, 2.7477], [2.9961, 0.8784, 3.2397], [3.6856, 0.0840, 1.8427], [1.0870, 0.7078, 0.5424], [1.1034, 2.1822, -0.4366], [2.2782, 0.9359, -0.7701], [2.5095, 4.3341, 2.5975], [1.1392, 3.2262, 2.7790], [1.3523, 4.1808, 1.3165], [6.4184, 1.9911, 0.1792], [6.1864, 3.2157, -0.8170], [-0.8635, -3.9103, 0.0432], [-0.7894, -2.5115, 0.6556], [-2.0066, -1.6182, 0.4827], [-2.3298, -1.1811, -0.9278], [-1.0943, -0.8380, -1.6860], [-3.1329, -2.2384, -1.6783], [-4.5536, -1.7091, -1.7728], [-4.3756, -0.1957, -1.8249], [-3.2264, 0.0576, -0.8658], [-1.0202, -3.8932, -1.0360], [0.0723, -4.4375, 0.2171], [-1.6624, -4.4981, 0.4975], [0.1073, -1.9978, 0.3049], [-0.6553, -2.6145, 1.7338], [-1.8417, -0.7010, 1.0472], [-2.9111, -2.0917, 0.8649], [-0.5134, -1.7389, -1.8562], [-0.5184, -0.1130, -1.1156], [-1.3902, -0.4119, -2.6411], [-2.6833, -2.3559, -2.6611], [-3.0671, -3.1768, -1.1399], [-5.1333, -2.0019, -0.8961], [-5.0648, -2.0981, -2.6498], [-5.2717, 0.3357, -1.5144], [-4.1259, 0.1380, -2.8330], [-3.5802, 0.1594, 0.1564], [-2.6241, 0.9246, -1.1218]],
  "total_charge": 1,
  "homo_energy_ha": -0.44723
}



Record 6
{
  "formula": "C8H16N2O3S",
  "method": "the ωB97M-V functional and the def2-TZVPD basis",
  "elements": ["C", "C", "C", "C", "C", "C", "C", "C", "N", "N", "O", "O", "O", "S", "H", "H", "H", "H", "H", "H", "H", "H", "H", "H", "H", "H", "H", "H", "H", "H"],
  "positions_angstrom": [[0.7528, 0.5842, 1.0963], [0.2377, 1.4890, 0.3188], [0.7613, -0.9214, 0.8657], [-1.0158, -0.1468, -0.7601], [0.5372, 2.9545, 0.5437], [2.2880, -1.3187, 1.0343], [-0.0951, -2.5439, -0.5984], [-0.7713, 2.0227, -1.8938], [0.2907, -1.1880, -0.4330], [-0.5830, 1.1234, -0.7163], [-2.0864, -0.0532, 1.8007], [-3.3502, 0.4108, -0.2698], [-2.6960, -1.9278, 0.4211], [-2.3330, -0.5465, 0.4556], [1.2480, 0.9578, 2.0585], [0.1866, -1.5153, 1.6172], [-1.5465, -0.3685, -1.6764], [1.5705, 3.0588, 0.6639], [0.0483, 3.1819, 1.4639], [0.1292, 3.6221, -0.2825], [2.9579, -1.0511, 0.2086], [2.4902, -2.3722, 1.4518], [2.5818, -0.7869, 1.9441], [-0.5000, -2.7235, -1.6791], [0.6719, -3.2551, -0.5114], [-0.9695, -2.8945, 0.0080], [-1.3271, 1.5942, -2.6955], [-1.5870, 2.8847, -1.6211], [0.0933, 2.6781, -2.1903], [-3.8262, 1.0315, 0.2841]],
  "total_charge": 0,
  "homo_energy_ha": -0.29297
}



Record 7
{
  "formula": "C48H113BN7O22",
  "method": "the ωB97M-V functional and the def2-TZVPD basis",
  "elements": ["O", "C", "O", "B", "O", "C", "O", "O", "C", "O", "C", "O", "O", "C", "C", "C", "O", "H", "H", "H", "H", "H", "H", "H", "H", "C", "C", "C", "O", "H", "H", "H", "H", "H", "H", "H", "H", "C", "O", "C", "C", "N", "C", "C", "O", "C", "H", "H", "H", "H", "H", "H", "H", "H", "H", "H", "H", "H", "H", "H", "H", "C", "O", "C", "C", "N", "C", "C", "O", "C", "H", "H", "H", "H", "H", "H", "H", "H", "H", "H", "H", "H", "H", "H", "H", "C", "O", "C", "C", "N", "C", "C", "O", "C", "H", "H", "H", "H", "H", "H", "H", "H", "H", "H", "H", "H", "H", "H", "H", "C", "O", "C", "C", "N", "C", "C", "O", "C", "H", "H", "H", "H", "H", "H", "H", "H", "H", "H", "H", "H", "H", "H", "H", "C", "O", "C", "C", "N", "C", "C", "O", "C", "H", "H", "H", "H", "H", "H", "H", "H", "H", "H", "H", "H", "H", "H", "H", "C", "C", "C", "O", "C", "N", "H", "H", "H", "H", "H", "H", "H", "H", "H", "H", "H", "C", "C", "C", "O", "C", "N", "H", "H", "H", "H", "H", "H", "H", "H", "H", "H", "H"],
  "positions_angstrom": [[8.2416, -7.2442, 2.5701], [9.0836, -6.3972, 2.6365], [8.8822, -5.0932, 2.5141], [10.1671, -4.4058, 2.6913], [11.1688, -5.4586, 2.9080], [10.5734, -6.6415, 2.9633], [11.0876, -7.7021, 3.1280], [10.1211, -3.3932, 3.7581], [10.4059, -2.1955, 3.2528], [10.4721, -1.1880, 3.8932], [10.5818, -2.3694, 1.7141], [10.4916, -3.6418, 1.4734], [10.7168, -1.4924, 0.9050], [14.5959, -6.8440, 2.5222], [15.0946, -8.0060, 1.6703], [14.5135, -9.3471, 2.1110], [14.7413, -7.7915, 0.2987], [15.0062, -6.9964, 3.5251], [13.5109, -6.8731, 2.5797], [15.0467, -5.9102, 2.1899], [16.1912, -7.9908, 1.7416], [13.4631, -9.1951, 2.3746], [14.9805, -9.7298, 3.0241], [14.5892, -10.1191, 1.3460], [15.2344, -8.4379, -0.2161], [11.9498, 1.4245, -3.9488], [10.8909, 0.7889, -3.0668], [11.5237, 0.4000, -1.7250], [9.8609, 1.7551, -2.8087], [12.7276, 0.6721, -4.1000], [12.3859, 2.3415, -3.5648], [11.5390, 1.5591, -4.9547], [10.4206, -0.0896, -3.5154], [12.2729, -0.3791, -1.8748], [10.7184, 0.0596, -1.0732], [12.0156, 1.2598, -1.2701], [9.1440, 1.3374, -2.3224], [12.3055, 1.8961, 3.5668], [11.7527, 3.1766, 3.2891], [12.7341, 4.1608, 3.5378], [12.2884, 5.5529, 3.1162], [10.9165, 5.8178, 3.5707], [10.3164, 7.0149, 2.9603], [11.0341, 8.3209, 3.2427], [10.9053, 8.6440, 4.6104], [11.0073, 10.0309, 4.8685], [12.5014, 1.8006, 4.6387], [13.1835, 1.6549, 2.9644], [11.5037, 1.1902, 3.3523], [13.6858, 3.9469, 3.0348], [12.9152, 4.1890, 4.6237], [12.3087, 5.5926, 2.0226], [13.0467, 6.2643, 3.4697], [11.1470, 6.2191, 4.4886], [9.2812, 7.1207, 3.2950], [10.2203, 6.8881, 1.8779], [10.6730, 9.0793, 2.5329], [12.1001, 8.2677, 2.9834], [11.0939, 10.1713, 5.9420], [10.1122, 10.5012, 4.4474], [11.8653, 10.5125, 4.3857], [7.2260, -4.3286, 8.7536], [8.5740, -3.9570, 8.7539], [8.9748, -3.3367, 7.5476], [10.4973, -3.0751, 7.6177], [11.3019, -4.2818, 7.6425], [11.2738, -5.0446, 6.3837], [11.9394, -6.3863, 6.5616], [11.1637, -7.1809, 7.4340], [11.4490, -8.5551, 7.3594], [6.9973, -4.7413, 9.7364], [7.0176, -5.0968, 8.0006], [6.5306, -3.4951, 8.5954], [8.4687, -2.3646, 7.5014], [8.7720, -3.9921, 6.6948], [10.5832, -2.3860, 8.4629], [10.7886, -2.4516, 6.7689], [10.8545, -4.9397, 8.2796], [11.7377, -4.4765, 5.5795], [10.2386, -5.3025, 6.1149], [12.9495, -6.2760, 6.9775], [12.0783, -6.8095, 5.5581], [11.2530, -8.9605, 6.3621], [10.7729, -9.0382, 8.0666], [12.4687, -8.8060, 7.6735], [10.1834, -9.0653, 0.5316], [9.4400, -8.0038, 0.0050], [8.0487, -8.1897, 0.1042], [7.2434, -6.9060, -0.0048], [7.1998, -6.3841, -1.3657], [6.8874, -4.9541, -1.3850], [8.0977, -4.0254, -1.2434], [8.8698, -4.1014, -2.4179], [9.9428, -3.1751, -2.4033], [9.7227, -10.0396, 0.3295], [10.3510, -8.9750, 1.6114], [11.1712, -9.0748, 0.0654], [7.7889, -8.6848, 1.0504], [7.7265, -8.9489, -0.6267], [7.7752, -6.1923, 0.6473], [6.2510, -7.0035, 0.4398], [8.0694, -6.6413, -1.8145], [6.1001, -4.7391, -0.6669], [6.5208, -4.7863, -2.4034], [8.6581, -4.2875, -0.3379], [7.6952, -3.0099, -1.1233], [10.1057, -2.6274, -1.4759], [9.7741, -2.4390, -3.2039], [10.8483, -3.6711, -2.7587], [8.0866, 1.2517, 3.3399], [9.0757, 2.0223, 2.6865], [9.0918, 1.6946, 1.2976], [10.2493, 2.4250, 0.6681], [10.0868, 3.8754, 0.7939], [11.0931, 4.5667, -0.0253], [10.8517, 4.4866, -1.5479], [9.5065, 4.8835, -1.7611], [9.1060, 4.7558, -3.1090], [8.2258, 1.5134, 4.3910], [8.3111, 0.1757, 3.3072], [7.0574, 1.3689, 2.9885], [8.1345, 1.9465, 0.8181], [9.2240, 0.6102, 1.1954], [10.3553, 2.0222, -0.3507], [11.1708, 2.1632, 1.1947], [9.2816, 3.9855, 0.1697], [12.1277, 4.3122, 0.2058], [10.9458, 5.6398, 0.1388], [10.9639, 3.4786, -1.9698], [11.5829, 5.1079, -2.0805], [9.1499, 3.7051, -3.4128], [9.7289, 5.3338, -3.8020], [8.0954, 5.1585, -3.1621], [12.1665, -10.6938, 4.3219], [10.9482, -11.0946, 4.9122], [9.8461, -10.3979, 4.3508], [8.5875, -10.9658, 4.9950], [7.3792, -10.1978, 4.7144], [7.0000, -10.2731, 3.2943], [5.6305, -9.6579, 3.0893], [5.3832, -9.6838, 1.6908], [4.0752, -9.2648, 1.3815], [12.0734, -10.8533, 3.2390], [12.9737, -11.3272, 4.6909], [12.4336, -9.6480, 4.5050], [9.7705, -10.5905, 3.2747], [9.9490, -9.3255, 4.5366], [8.7644, -11.1767, 6.0547], [8.5134, -12.0074, 4.6550], [7.6614, -9.2417, 4.9191], [6.9713, -11.3350, 3.0580], [7.6680, -9.6558, 2.6836], [5.5123, -8.6387, 3.4769], [4.8670, -10.2749, 3.5856], [3.8644, -9.4871, 0.3367], [3.9938, -8.1892, 1.5773], [3.3222, -9.7933, 1.9795], [11.3329, -5.8927, -0.8188], [12.5637, -5.2908, -1.4761], [13.1268, -4.2348, -0.5308], [14.3641, -3.7004, -0.9570], [14.7507, -2.6272, -0.1468], [13.6032, -6.2752, -1.8102], [11.6147, -6.3777, 0.1213], [10.9318, -6.6357, -1.5061], [10.5985, -5.1221, -0.5793], [12.2055, -4.8196, -2.3996], [13.2729, -4.7151, 0.4458], [12.3587, -3.4570, -0.4425], [15.7561, -2.2829, -0.3889], [14.7575, -2.7644, 0.9434], [14.0486, -1.7989, -0.3193], [13.1231, -7.1759, -1.8566], [14.1419, -6.4258, -0.9562], [10.2835, 0.9221, 6.4730], [9.7240, 1.8127, 7.5504], [10.6232, 2.9983, 7.8793], [11.8227, 2.5526, 8.4562], [12.9602, 3.2893, 8.0851], [8.3873, 2.3217, 7.2002], [10.4748, 1.4512, 5.5349], [9.5730, 0.1642, 6.1318], [11.2058, 0.4201, 6.7638], [9.6085, 1.2417, 8.4828], [10.0776, 3.6475, 8.5771], [10.7708, 3.5661, 6.9524], [12.7556, 4.3637, 8.0166], [13.3028, 2.9757, 7.0917], [13.7629, 3.1391, 8.8037], [8.1225, 3.0578, 7.8466], [7.6812, 1.6042, 7.3075]],
  "total_charge": -1,
  "homo_energy_ha": -0.23072
}